Record 1
{
  "formula": "C7H25AlN7O6",
  "method": "wB97M-V/def2-TZVPD",
  "symbols": ["Al", "O", "H", "O", "H", "C", "O", "N", "N", "H", "H", "H", "H", "C", "O", "N", "N", "H", "H", "H", "H", "C", "O", "N", "N", "H", "H", "H", "H", "C", "C", "C", "O", "C", "N", "H", "H", "H", "H", "H", "H", "H", "H", "H", "H", "H"],
  "coordinates": [[18.10084, 6.05239, 19.18659], [20.07725, 4.33602, 18.78770], [20.17888, 4.20706, 17.83142], [15.54533, 7.10919, 18.49453], [14.63470, 7.43119, 18.49205], [14.90613, 5.65287, 21.63185], [16.08511, 5.57540, 21.26855], [14.02298, 6.40006, 20.95543], [14.36685, 4.97948, 22.68809], [13.07366, 6.53493, 21.25466], [14.24892, 6.75084, 20.03840], [13.44086, 5.18584, 23.01576], [14.99459, 4.53604, 23.33622], [17.66610, 8.39990, 22.32317], [17.54274, 8.22287, 21.11435], [16.94721, 7.72480, 23.24458], [18.65382, 9.17685, 22.86358], [16.38581, 7.00152, 22.82341], [17.04509, 7.88348, 24.22816], [19.32593, 9.67813, 22.31645], [18.73608, 9.27172, 23.85996], [18.62220, 9.60062, 17.13141], [18.35329, 8.56026, 17.72841], [18.45741, 9.73758, 15.79174], [19.03427, 10.73146, 17.76771], [17.94691, 9.04276, 15.27583], [18.46785, 10.65028, 15.37075], [19.24874, 11.50918, 17.17252], [19.23717, 10.65897, 18.74554], [22.50048, 7.51224, 20.83436], [21.15189, 6.83760, 20.64335], [20.49999, 6.40216, 21.92908], [19.25834, 5.77958, 21.66268], [18.83225, 5.02390, 22.77962], [20.29360, 7.73304, 19.84422], [22.31059, 8.46906, 21.33789], [23.04784, 7.75596, 19.92586], [23.17722, 6.97206, 21.49910], [21.26167, 5.96304, 19.99558], [20.35319, 7.28237, 22.56646], [21.19174, 5.70653, 22.41252], [18.80166, 5.61116, 23.69840], [19.48624, 4.15518, 22.92456], [17.88388, 4.51390, 22.61559], [20.30609, 8.64498, 20.29238], [20.67050, 7.89847, 18.91674]],
  "homo_energy_ev": -11.407,
  "total_charge": 1,
  "gap_ev": 4.6,
  "largest_force_ev_per_a": 3.062
}

---

Record 2
{
  "formula": "C7H25BClCoNO5P2",
  "method": "wB97M-V/def2-TZVPD",
  "symbols": ["Co", "H", "H", "P", "P", "C", "H", "H", "H", "C", "H", "H", "H", "C", "H", "H", "H", "C", "H", "H", "H", "C", "H", "H", "H", "C", "H", "H", "H", "C", "O", "H", "H", "H", "H", "B", "N", "H", "O", "Cl", "O", "O", "O"],
  "coordinates": [[-0.76459, -0.01234, -0.74062], [3.13652, -0.26439, -0.39169], [-2.20003, 0.09835, -0.44629], [0.07757, -1.84058, -0.38460], [0.08176, 1.77909, -0.19865], [1.66028, 2.15400, 0.52446], [1.77655, 3.22110, 0.67807], [1.84024, 1.65840, 1.48252], [2.45681, 1.93200, -0.17206], [-0.02174, 3.10993, -1.44841], [-1.06749, 3.37550, -1.63210], [0.51254, 4.01045, -1.12904], [0.40272, 2.77135, -2.39329], [-0.88000, 2.60358, 1.09993], [-0.65261, 2.18813, 2.08777], [-0.57761, 3.65311, 1.14447], [-1.94931, 2.51727, 0.91189], [1.06315, -2.79810, -1.66184], [1.05061, -3.88143, -1.43079], [0.62718, -2.65165, -2.66128], [2.11115, -2.45723, -1.66347], [1.11870, -2.16588, 1.05673], [0.63389, -1.82031, 1.97751], [1.31951, -3.23748, 1.16694], [2.09234, -1.68847, 0.99237], [-1.18471, -3.11570, 0.02623], [-1.81127, -3.29102, -0.85292], [-0.68607, -4.04085, 0.32984], [-1.77731, -2.73525, 0.86103], [-1.99662, -0.11857, 0.65951], [-2.62030, -0.20833, 1.66087], [-3.10208, -0.79493, -2.78344], [-3.06470, 0.79609, -2.80420], [-0.55599, 0.92342, -3.40047], [-0.58170, -0.99576, -3.44194], [-1.18266, -0.03796, -2.96032], [-2.65810, -0.01653, -3.31851], [3.84775, -0.41638, -0.25842], [0.05525, 1.66472, 3.96261], [0.71629, 0.35761, 3.92670], [0.99315, -0.12073, 5.26933], [-0.20547, -0.56671, 3.20475], [1.96639, 0.46245, 3.15081]],
  "homo_energy_ev": [-11.368, -13.590],
  "total_charge": 1,
  "multiplicity": 5,
  "gap_ev": [7.4, 4.5],
  "largest_force_ev_per_a": 5.943
}

---

Record 3
{
  "formula": "C7H25BNO9P3",
  "method": "wB97M-V/def2-TZVPD",
  "symbols": ["C", "O", "P", "O", "O", "C", "O", "C", "H", "H", "H", "H", "H", "H", "H", "H", "H", "C", "O", "P", "O", "O", "C", "O", "C", "H", "H", "H", "H", "H", "H", "H", "H", "H", "C", "B", "P", "N", "O", "H", "H", "H", "H", "H", "H", "H"],
  "coordinates": [[2.02242, 6.17309, -0.96550], [2.85089, 5.76458, -2.06905], [2.07761, 5.56486, -3.44571], [1.13846, 6.65079, -3.71021], [1.28225, 4.20239, -3.08159], [1.91210, 3.16402, -2.32491], [2.70768, 5.05470, -4.82732], [4.13159, 4.88574, -4.97991], [2.55519, 5.88856, -0.06149], [1.88514, 7.25102, -0.98841], [1.05582, 5.67426, -0.99346], [1.51505, 3.15760, -1.31225], [2.99446, 3.28915, -2.27568], [1.68742, 2.21034, -2.80050], [4.52278, 4.16622, -4.25899], [4.64854, 5.83889, -4.86494], [4.30616, 4.50899, -5.98311], [-0.35075, -5.89843, 2.12124], [-1.74622, -5.84435, 1.76991], [-2.38299, -4.38345, 1.77447], [-1.49351, -3.40716, 1.14906], [-2.38110, -4.18476, 3.39500], [-2.74160, -5.25204, 4.26785], [-3.90234, -3.89853, 1.59189], [-4.93117, -4.79563, 1.11871], [-0.16238, -6.91371, 2.46131], [0.25781, -5.68511, 1.24661], [-0.11836, -5.19420, 2.91725], [-1.84610, -5.64823, 4.74938], [-3.24500, -6.06700, 3.74699], [-3.40834, -4.85487, 5.03131], [-5.03765, -5.65591, 1.78090], [-4.71241, -5.13498, 0.10620], [-5.86336, -4.23965, 1.11066], [-1.06305, -0.55170, -0.75206], [-0.67124, 0.49335, 0.31186], [1.14775, 0.35102, 1.01088], [0.88979, 0.32189, 2.72872], [1.80325, 1.83914, 0.69913], [-2.11045, -0.55666, -1.03242], [-0.74481, -1.52710, -0.36828], [-0.42242, -0.37451, -1.62451], [-1.44292, 1.32618, 0.69986], [0.47392, -0.58074, 2.94717], [0.19596, 1.02528, 2.98080], [2.71612, 1.84667, 1.00312]],
  "homo_energy_ev": -7.753,
  "smiles": "COP(=O)(OC)OC.COP(=O)(OC)OC.CBP(N)O",
  "gap_ev": 8.1,
  "largest_force_ev_per_a": 4.738
}

---

Record 4
{
  "formula": "C7H25Be2N12O9",
  "method": "wB97M-V/def2-TZVPD",
  "symbols": ["Be", "Be", "O", "C", "O", "O", "H", "C", "O", "N", "N", "H", "H", "H", "H", "C", "O", "N", "N", "H", "H", "H", "H", "C", "O", "N", "N", "H", "H", "H", "H", "C", "O", "N", "N", "H", "H", "H", "H", "C", "O", "N", "N", "H", "H", "H", "H", "C", "O", "N", "N", "H", "H", "H", "H"],
  "coordinates": [[-1.43990, -2.19709, -2.17644], [-0.99312, 1.69008, -4.22471], [-1.21962, 1.70638, -0.03614], [-1.34027, 0.52475, -0.79084], [-1.49835, -0.55983, -0.16752], [-1.43758, 0.56532, -2.03784], [-1.04644, 1.27901, 0.80586], [1.88336, -2.79088, -0.75758], [0.90660, -2.51069, -1.43744], [1.91544, -2.40732, 0.45961], [2.98988, -3.35513, -1.15929], [2.34312, -2.69454, 1.32834], [1.12532, -1.78685, 0.56366], [3.75974, -3.17143, -0.53186], [3.18212, -3.57660, -2.12578], [-1.08095, -3.60549, 1.25650], [-1.52023, -3.59126, 0.11089], [-1.55345, -2.86772, 2.25216], [-0.16472, -4.38532, 1.71308], [-2.23192, -2.20479, 1.90532], [-1.05735, -2.77816, 3.12736], [0.29273, -4.20122, 2.59453], [0.05365, -5.29658, 1.33622], [2.36164, -0.08860, 2.58708], [3.21631, -0.79450, 3.11096], [2.73038, 0.83450, 1.76293], [1.06600, -0.27728, 2.59491], [2.06782, 1.31102, 1.16792], [3.72993, 0.93886, 1.86348], [0.42015, 0.38417, 2.18816], [0.88763, -1.23663, 2.85557], [1.10847, -1.65403, -4.20204], [0.20722, -0.95820, -3.74994], [2.35158, -1.32243, -4.18413], [0.93043, -2.79697, -4.77478], [2.95178, -1.97586, -4.66671], [2.55220, -0.37957, -3.88268], [-0.01906, -3.13317, -4.84912], [1.74727, -3.24869, -5.16056], [-0.83564, 2.95156, 3.33692], [-0.45663, 2.08269, 2.58783], [-1.39405, 4.06050, 3.07827], [-0.64632, 2.87452, 4.66006], [-1.62240, 4.63294, 3.87844], [-1.85602, 4.13765, 2.18344], [-0.02137, 2.13483, 4.94708], [-0.90712, 3.69579, 5.18694], [-2.54991, 4.24785, -2.13080], [-1.70934, 3.67321, -2.84142], [-2.60904, 3.99012, -0.79868], [-3.22098, 5.30968, -2.55240], [-1.97334, 3.24345, -0.55687], [-3.42678, 4.13299, -0.22336], [-3.75798, 5.86284, -1.89991], [-3.19085, 5.58229, -3.52445]],
  "homo_energy_ev": -15.895,
  "total_charge": 3,
  "gap_ev": 1.8,
  "largest_force_ev_per_a": 5.620
}

---

Record 5
{
  "formula": "C7H26O8",
  "method": "wB97M-V/def2-TZVPD",
  "symbols": ["C", "C", "C", "C", "C", "C", "C", "O", "H", "H", "H", "H", "H", "H", "H", "H", "H", "H", "H", "H", "O", "H", "H", "O", "H", "H", "O", "H", "H", "O", "H", "H", "O", "H", "H", "O", "H", "H", "O", "H", "H"],
  "coordinates": [[3.18291, 0.48891, 0.11827], [1.89027, 0.33242, 0.22545], [0.87306, 1.26888, 0.66332], [1.27554, -0.90143, -0.22299], [0.67516, -0.68694, -1.58798], [-0.11606, -1.80600, -2.07126], [-1.61142, -1.80532, -1.88340], [-2.19503, -2.09098, -0.87801], [3.35494, 1.46908, 0.51514], [3.88197, -0.19851, -0.20935], [0.40651, 0.93058, 1.73526], [0.91039, 2.33835, 0.85750], [-0.14499, 1.30812, 0.23334], [1.84655, -1.82940, -0.05152], [0.29543, -1.15665, 0.40430], [0.21274, 0.31225, -1.62106], [1.49849, -0.47330, -2.40626], [0.34534, -2.29523, -2.90767], [0.11276, -2.80820, -1.35109], [-2.34638, -1.43233, -2.59251], [2.45419, 3.36109, -1.93178], [2.11682, 4.00810, -1.30537], [2.79361, 2.71147, -1.23331], [-0.44662, -3.60004, 1.71427], [-1.20696, -3.52260, 2.20717], [0.20223, -3.08394, 2.19131], [-2.67831, 1.75736, -2.06058], [-3.29911, 1.65121, -2.79396], [-2.56709, 2.72863, -1.81665], [-1.86844, -1.50041, 3.68291], [-1.65523, -1.18828, 2.81231], [-2.28057, -0.63985, 3.88871], [-0.94229, 3.50347, -3.05745], [-0.80725, 2.49368, -3.16655], [-0.12143, 3.79748, -2.79445], [-1.53443, 0.11165, 1.69022], [-1.32199, 0.15183, 0.74828], [-2.45566, 0.13272, 1.48686], [0.66896, -1.51716, 4.18194], [-0.17589, -1.70271, 4.38940], [0.77726, -0.61800, 4.19724]],
  "homo_energy_ev": -9.647,
  "smiles": "C=C(C)CCCC=O.O.O.O.O.O.O.O",
  "e_above_lowest_ev": 5.079,
  "gap_ev": 9.8,
  "largest_force_ev_per_a": 6.170
}

---

What is the formula in the third record?
C7H25BNO9P3